(1)
The following is a quantum chemistry calculation of an isolated molecule of C4H9NO2, from the Open Molecules 2025 dataset.

The geometry in XYZ format:
```
16
Properties=species:S:1:pos:R:3:forces:R:3
C 0.396039 -1.535893 0.250619 -0.59 -0.31 -0.78
O 1.710767 -2.012561 0.487575 -0.02 0.08 0.00
C 0.057847 -0.287032 1.040228 1.17 0.59 0.01
C -0.943297 0.650949 0.388546 -1.34 0.29 -0.10
C -0.726842 0.984978 -1.077459 1.03 -0.61 0.22
N 0.114367 2.043521 -1.344508 -0.62 -0.12 -0.20
O -1.227911 0.320903 -1.959285 -0.45 0.35 -0.15
H 0.322446 -1.289219 -0.812871 0.34 -0.04 0.07
H -0.337926 -2.346176 0.360450 0.03 0.15 0.32
H 1.707055 -2.543630 1.285695 0.02 -0.05 0.12
H -0.201406 -0.497633 2.079497 -0.22 -0.02 -0.07
H 1.008221 0.271947 1.092262 -0.10 -0.20 0.10
H -1.957472 0.240067 0.385912 0.12 -0.23 0.14
H -1.031028 1.592737 0.933532 0.25 -0.06 0.19
H 0.938423 2.154780 -0.780022 -0.05 0.25 0.08
H 0.170715 2.252269 -2.330164 0.43 -0.08 0.05
```
Positions in Å, forces in eV/Å.

Results
- LUMO (eV) = 0.853
- ΔE to the lowest compared entry with this formula, charge and spin (kcal per mole) = 21.1
- HOMO (eV) = -9.82
- gap between HOMO and LUMO (eV) = 10.67
- strongest force on any atom (eV/Å) = 1.4

These are the Löwdin partial charges, in e, on atoms 1 to 8: -0.27 -0.06 -0.18 -0.13 -0.55 0.15 0.06 0.11

(2)
The following is a quantum chemistry calculation of a cluster of 2 separate species, C4H11NS in total, from the Open Molecules 2025 dataset.

The geometry in XYZ format:
```
17
Properties=species:S:1:pos:R:3:forces:R:3
C -1.161384 0.580533 -1.398491 0.33 -0.28 -0.06
C 1.850439 0.023690 1.570835 -0.06 0.00 -0.06
C -2.487759 0.130479 -1.977234 -0.01 0.10 0.14
C 1.819237 0.917438 2.552050 0.03 0.19 0.07
N 1.491632 -1.305389 1.676616 -0.05 -0.17 0.27
S 0.035169 -0.799510 -1.301619 -0.09 0.06 0.09
H -0.704005 1.372537 -1.992744 -0.14 0.06 0.13
H 2.100301 0.319685 0.562522 0.08 0.07 -0.11
H -2.387433 -0.109191 -3.034705 -0.02 -0.05 -0.04
H -3.227444 0.922325 -1.872917 -0.11 0.06 -0.06
H -2.847435 -0.752980 -1.451532 -0.05 0.00 -0.02
H 2.041151 1.952382 2.364755 0.06 0.14 -0.11
H -1.270736 0.919678 -0.368349 0.03 0.07 -0.05
H 1.567408 0.652155 3.565585 -0.08 -0.13 0.19
H 1.412765 -1.660980 2.618220 0.06 -0.03 -0.12
H 1.933276 -1.942230 1.037047 -0.03 -0.02 -0.03
H -0.165183 -1.220622 -2.550040 0.04 -0.05 -0.23
```
Positions in Å, forces in eV/Å.

Results
- LUMO (eV) = 0.875
- ΔE to the lowest compared entry with this formula, charge and spin (kcal per mole) = 18.1
- HOMO (eV) = -8.10
- gap between HOMO and LUMO (eV) = 8.98
- strongest force on any atom (eV/Å) = 0.4

These are the Löwdin partial charges, in e, on atoms 1 to 8: -0.61 -0.34 -0.19 -0.04 0.02 0.69 0.06 0.08

(3)
The following is a quantum chemistry calculation of an isolated molecule of C37H39ClN2O3SSi, from the Open Molecules 2025 dataset.

The geometry in XYZ format:
```
84
Properties=species:S:1:pos:R:3:forces:R:3
N -8.459678 2.190781 -3.124351 3.09 -0.61 -0.36
C -7.303168 2.016436 -3.249696 -3.25 0.41 0.52
C -5.881540 1.949962 -3.403778 0.77 -0.18 0.18
C -5.133703 0.766415 -3.349833 -0.16 -0.10 -0.48
C -3.763577 0.795088 -3.592749 0.43 -0.40 0.31
C -3.075377 2.011295 -3.690064 -0.01 0.61 0.35
S -1.221223 1.952439 -3.400847 1.39 -0.30 -0.20
C -0.782579 2.807350 -1.773141 -0.59 -1.19 1.39
Cl -1.399217 4.443262 -1.939143 0.04 0.39 0.12
O -1.014053 0.529602 -3.134822 0.16 1.04 -0.44
O -0.408408 2.636928 -4.425719 -1.74 -0.95 1.36
C -3.826499 3.194171 -3.761429 0.12 -0.24 0.25
C -5.212308 3.148313 -3.614645 0.18 0.44 -0.39
H -5.614276 -0.188429 -3.138790 0.03 0.24 -0.26
H -3.216677 -0.153938 -3.687557 -0.17 0.64 0.38
H -1.402562 2.315980 -0.916214 1.23 0.56 -1.65
H -3.367904 4.163408 -3.891645 0.18 -0.11 0.04
H -5.795425 4.067298 -3.662895 0.23 -0.18 -0.02
C 1.593573 -4.543103 4.449532 -0.18 -0.28 -0.08
Si 0.548950 -4.411496 2.911241 0.35 0.48 -0.43
C 0.529940 -5.989543 1.910283 0.02 0.02 0.31
C -1.161489 -3.855346 3.325573 -0.20 -0.27 0.18
O 1.249515 -3.315291 1.891808 0.66 0.51 -0.72
C 1.061806 -1.931082 1.558771 -0.75 -1.01 1.17
C -0.232225 -1.805129 0.715383 0.55 0.63 0.47
C -0.455625 -2.796446 -0.235865 -0.31 -0.33 -0.19
C -1.386381 -2.592531 -1.256711 -0.88 -0.03 0.14
C -2.232956 -1.472347 -1.219930 0.09 0.13 0.30
C -2.037477 -0.508468 -0.229047 -0.55 -0.14 0.06
C -1.039131 -0.661654 0.720928 0.15 -0.35 -0.55
C 1.151547 -1.189697 2.922319 -0.79 -0.21 0.08
C 0.014988 -0.694917 3.586251 0.41 0.32 0.20
C 0.163032 -0.004600 4.805603 -0.31 -0.56 -0.27
C 1.399550 0.025323 5.459647 -0.50 0.12 -0.30
C 2.495415 -0.588247 4.862250 0.02 -0.32 -0.36
C 2.375143 -1.186674 3.603902 -0.12 0.38 -0.07
C 2.236747 -1.551790 0.656649 1.21 -0.43 -0.93
C 2.585465 -2.605795 -0.464238 -0.09 -0.03 0.56
C 2.448345 -1.898590 -1.784132 0.15 0.69 -1.08
C 2.113837 -0.425310 -1.504924 -0.50 0.22 -1.09
N 2.031452 -0.281939 -0.072213 -0.42 0.12 0.81
C 1.643908 0.885526 0.534385 -0.10 1.27 -1.28
C 1.351434 2.139991 -0.053172 -0.16 -1.43 2.26
C 1.051003 2.652664 -1.394353 -2.20 0.60 -1.15
C 1.620166 4.015471 -1.692935 -1.43 0.65 1.48
C 2.257619 4.376138 -2.866374 0.13 -0.72 -0.20
C 2.949146 5.577416 -2.921436 -0.17 0.52 0.63
C 2.917487 6.481066 -1.854760 -0.81 -0.69 0.36
C 2.025011 6.254757 -0.789952 -0.50 -0.44 0.09
C 1.336738 5.022814 -0.718842 1.29 0.56 -0.57
H 1.126508 -5.279734 5.116817 0.24 0.13 0.05
H 2.615183 -4.859947 4.213833 -0.14 -0.02 0.08
H 1.638785 -3.575519 4.955100 -0.04 -0.08 0.03
H 0.077989 -6.743111 2.575434 0.16 -0.11 -0.47
H -0.062912 -5.889186 0.988319 0.07 -0.08 0.37
H 1.551328 -6.289350 1.630592 -0.32 -0.02 0.16
H -1.695742 -4.749203 3.658811 -0.27 0.15 0.10
H -1.162043 -3.110439 4.120530 -0.06 -0.08 0.08
H -1.674123 -3.437317 2.459938 -0.06 -0.07 -0.05
H 0.051391 -3.765414 -0.108628 -0.16 0.71 -0.42
H -1.535495 -3.345624 -2.037883 0.07 0.19 0.39
H -3.099311 -1.331903 -1.882991 0.76 -0.31 0.08
H -2.713346 0.356564 -0.151236 0.33 -0.42 -0.16
H -0.910995 0.109317 1.456462 0.19 0.20 -0.01
H -0.985973 -0.858769 3.163023 0.63 0.30 0.29
H -0.735584 0.456151 5.237067 0.52 -0.25 0.01
H 1.479122 0.505626 6.432730 0.08 -0.06 -0.23
H 3.455268 -0.624395 5.367152 -0.11 0.06 0.00
H 3.233868 -1.664447 3.125721 -0.21 0.22 0.39
H 3.192006 -1.540336 1.222821 -0.83 0.49 0.12
H 3.635465 -2.895400 -0.321017 -0.39 -0.11 0.07
H 1.973120 -3.516758 -0.464960 0.34 0.42 0.44
H 3.388329 -1.941622 -2.338600 -0.07 -0.06 -0.02
H 1.691857 -2.321340 -2.449831 -0.02 -0.09 0.27
H 2.908284 0.218927 -1.924589 -0.32 0.05 0.27
H 1.150106 -0.154827 -2.016407 0.71 -0.11 0.58
H 1.581293 0.822778 1.644373 0.38 0.23 -1.01
H 1.273103 2.910221 0.726378 -0.10 -0.39 -0.28
H 1.153962 1.962800 -2.181072 1.00 -0.83 -0.92
H 2.207968 3.690673 -3.729538 0.32 0.35 0.54
H 3.502509 5.836261 -3.796514 0.35 0.04 -0.46
H 3.540383 7.355706 -1.835012 0.05 0.31 -0.25
H 1.825691 7.042280 -0.028023 0.32 -0.73 -0.65
H 0.593626 4.859765 0.072891 0.59 -0.07 -0.30
```
Positions in Å, forces in eV/Å.

Results
- LUMO (eV) = -0.628
- HOMO (eV) = -7.61
- gap between HOMO and LUMO (eV) = 6.98
- strongest force on any atom (eV/Å) = 3.3

These are the Löwdin partial charges, in e, on atoms 1 to 8: 0.16 -0.16 -0.23 -0.01 -0.06 -0.22 0.70 -0.60

(4)
The following is a quantum chemistry calculation of a structure of composition C14H24AlF6O9S2, from the Open Molecules 2025 dataset.

The geometry in XYZ format:
```
56
Properties=species:S:1:pos:R:3:forces:R:3
Al 0.959176 -1.322444 1.415056 -1.18 1.82 -1.34
C -2.829261 -4.486555 0.168310 0.40 -0.35 -0.16
F -2.040078 -5.230676 0.957387 0.37 0.78 -0.61
F -2.970301 -5.080644 -1.012818 0.87 0.60 -0.09
F -4.001380 -4.476779 0.709360 -1.38 0.71 0.84
S -2.202006 -2.632368 0.053032 -1.03 1.92 0.92
O -3.119622 -1.849484 -0.778538 0.83 -1.67 0.78
O -1.997006 -2.102829 1.404752 -1.09 -1.06 -0.03
O -0.835135 -2.649065 -0.476388 1.97 -0.44 -0.85
C 1.277839 3.455002 2.814070 0.84 0.51 1.35
F 1.905351 4.417048 2.118351 -0.51 -1.25 0.33
F 1.186503 3.861875 4.102930 0.28 -0.55 -1.06
F 0.037943 3.291950 2.372280 0.23 -0.20 -0.41
S 2.265670 1.754984 2.803721 3.76 -0.60 -1.23
O 2.352890 1.283318 1.399197 -0.41 0.89 0.34
O 3.565132 1.924581 3.475525 -2.73 0.61 -1.05
O 1.432790 0.753203 3.456175 -1.82 -1.08 0.93
C -0.190074 2.466787 -2.045480 0.81 0.14 -0.39
C -0.457083 1.303333 -3.021858 -0.01 0.36 1.73
C -0.532614 0.159059 -2.005442 -0.08 -0.50 -0.88
O 0.338139 0.464053 -0.879823 0.08 0.06 -0.22
C 0.690414 1.854498 -0.929854 -0.98 1.34 -0.87
H -1.066745 2.912902 -1.575891 -0.25 -0.21 -0.34
H 0.349925 3.250722 -2.576453 -0.06 0.20 0.24
H 0.402445 1.207762 -3.685320 -0.12 -0.18 -0.10
H -1.388185 1.412704 -3.577899 0.19 -0.07 -0.04
H -0.242601 -0.783411 -2.469909 0.37 -0.19 0.49
H -1.564033 -0.008742 -1.695451 -0.07 0.14 0.41
H 1.754594 2.028586 -1.088935 0.13 -0.61 -0.07
H 0.447645 2.434176 -0.039272 -0.01 -0.69 0.53
C 3.234929 -3.065104 -2.797891 -0.49 -0.56 0.03
C 3.886838 -1.707470 -2.714532 0.84 0.68 -0.56
C 2.994390 -0.826539 -1.849561 -0.22 -1.03 -0.18
O 1.992121 -1.744572 -1.359375 -0.66 0.52 1.57
C 1.810507 -2.781303 -2.307585 0.59 -0.98 -0.66
H 3.710619 -3.791637 -2.139120 0.02 0.09 0.08
H 3.325860 -3.455561 -3.811485 -0.38 -0.10 0.08
H 3.913852 -1.246572 -3.701920 0.32 -0.11 -0.06
H 4.907619 -1.821575 -2.349736 -0.05 0.38 0.03
H 2.431581 -0.115537 -2.454394 0.17 0.38 0.01
H 3.530234 -0.327672 -1.042037 -0.37 -0.04 0.16
H 1.167241 -2.471629 -3.131238 -0.08 0.54 -0.13
H 1.291820 -3.644036 -1.889563 0.22 0.20 0.47
C -2.728695 1.790892 3.349495 -0.55 0.14 0.41
C -3.316494 1.566891 1.993052 -1.78 -0.02 -0.79
C -2.144975 1.190814 1.131239 -0.60 -0.21 0.86
O -1.237017 0.544392 2.051029 1.43 0.19 0.22
C -1.628152 0.780753 3.446153 -0.32 0.73 -0.41
H -3.445579 1.587520 4.144998 -0.04 0.49 0.00
H -2.286621 2.783816 3.431838 -0.28 0.09 0.14
H -3.831095 2.432702 1.576330 0.16 0.23 0.12
H -4.108495 0.818496 2.020334 0.26 -0.43 0.01
H -1.792846 2.147526 0.745489 1.14 0.03 -0.01
H -2.360995 0.567047 0.263857 0.13 -0.38 0.28
H -0.880841 1.296841 4.048882 0.91 -0.84 -0.41
H -1.966142 -0.122028 3.954925 0.25 -0.41 -0.43
```
Positions in Å, forces in eV/Å.

Results
- LUMO (eV) = -9.878
- ΔE to the lowest compared entry with this formula, charge and spin (kcal per mole) = 50.5
- charge = +1
- HOMO (eV) = -13.28
- gap between HOMO and LUMO (eV) = 3.40
- strongest force on any atom (eV/Å) = 4.0

These are the Löwdin partial charges, in e, on atoms 1 to 8: 1.42 -0.65 0.15 0.16 0.19 0.56 -0.25 -0.33

(5)
The following is a quantum chemistry calculation of a structure of composition C22H14Br2F4Zn, from the Open Molecules 2025 dataset.

The geometry in XYZ format:
```
43
Properties=species:S:1:pos:R:3:forces:R:3
F 4.393934 -1.220323 -2.490524 0.14 0.23 0.37
C 3.998762 -0.380804 -1.474674 -0.64 0.43 0.12
C 4.868930 -0.133369 -0.424129 0.39 -0.18 -0.05
C 4.370975 0.716239 0.571099 -1.00 0.32 0.02
F 5.187614 0.968331 1.657751 -0.44 -0.06 -0.66
C 3.099847 1.285057 0.525335 0.64 -0.25 0.12
C 2.207055 1.028222 -0.575877 -0.03 0.07 0.05
C 0.909233 1.614060 -0.580390 0.04 0.34 -0.26
C -0.095531 1.529554 -1.584694 0.21 0.14 0.30
C -1.326129 2.259761 -1.413474 -0.68 -0.04 -0.53
C -2.353817 2.161406 -2.348916 0.81 -0.01 0.86
F -3.543987 2.826512 -2.116836 0.67 -0.25 -0.19
C -2.265812 1.383745 -3.510007 -0.38 -0.07 -0.37
C -1.075118 0.691450 -3.667593 0.53 0.14 0.66
F -0.910861 -0.128809 -4.759268 -0.27 0.37 0.18
C -0.013344 0.751071 -2.775516 -0.59 -0.24 -0.70
C 2.728546 0.167071 -1.585468 0.69 -0.44 -0.08
H 5.867087 -0.570895 -0.385498 -0.35 0.14 0.07
H 2.745146 1.925064 1.337239 0.24 -0.28 -0.19
H 0.655013 2.223958 0.295797 0.13 -0.31 -0.40
H -1.441391 2.873984 -0.517240 -0.13 -0.23 -0.30
H -3.071957 1.319496 -4.241552 0.21 0.02 0.31
H 0.845765 0.154586 -3.042780 -0.60 0.24 0.00
H 2.179486 -0.120529 -2.469652 0.47 0.02 0.45
Br 2.269865 -1.644024 4.975043 0.37 -0.09 0.54
Zn 0.576662 -0.516321 3.881650 -0.55 -0.46 -1.24
Br 0.191431 1.607719 3.079011 -0.09 0.39 0.39
C -0.440190 -2.116381 2.681159 0.05 0.92 1.15
C 0.514761 -1.836925 1.627450 -0.81 0.19 -0.75
C -0.154825 -1.292324 0.527460 0.30 -0.39 0.41
C -1.541432 -1.158643 0.861117 0.16 -1.13 0.29
C -1.726734 -1.673856 2.186338 0.56 0.44 -0.08
C -2.983141 -1.613513 2.777697 -0.66 -0.20 -0.16
C -4.085734 -1.240698 2.011778 0.24 -0.07 0.36
C -3.926124 -0.868463 0.668718 0.33 0.02 -0.30
C -2.660416 -0.824706 0.093492 -0.33 0.10 0.02
H -0.309719 -2.806882 3.530743 0.00 0.17 -0.67
H 1.582084 -1.945919 1.749078 0.12 -0.33 -0.30
H 0.230590 -1.071463 -0.464389 0.23 0.18 0.44
H -3.086104 -1.876885 3.825895 -0.17 -0.11 -0.01
H -5.085305 -1.254883 2.443208 0.15 0.08 0.03
H -4.801929 -0.612236 0.076716 0.11 -0.02 0.04
H -2.523189 -0.578437 -0.955296 -0.09 0.20 0.06
```
Positions in Å, forces in eV/Å.

Results
- LUMO (eV) = 4.435
- ΔE to the lowest compared entry with this formula, charge and spin (kcal per mole) = 0.0
- charge = -2
- HOMO (eV) = -0.40
- gap between HOMO and LUMO (eV) = 4.84
- strongest force on any atom (eV/Å) = 1.5

These are the Löwdin partial charges, in e, on atoms 1 to 8: 0.00 -0.29 -0.01 -0.27 0.00 0.00 -0.23 -0.11

Question: The lowest HOMO belongs to which entry?
Answer: C14H24AlF6O9S2

Question: Look up the LUMO of the second one.
Answer: 0.875 eV